Record 1
DFT (ωB97M-V with the def2-TZVPD basis set) results for a molecular structure, C21H33F2FeO21.

Computed properties:
Energy relative to the best compared isomer or geometry (same formula, charge and spin) ... 1.044 eV
LUMO (alpha / beta) ... 0.06 / -0.81 eV
2S+1 ... 6

The geometry in XYZ format:
```
78
Properties=species:S:1:pos:R:3:forces:R:3:lowdin_charge:R:1
H 16.030108 -17.104133 -7.183519 0.76 -0.04 0.09 0.07
C 11.864479 -17.622972 -8.486139 0.13 -1.22 0.08 -0.03
H 12.592384 -22.883331 -10.980366 -0.15 -0.27 -0.09 0.10
H 14.229852 -12.996039 -8.128924 0.38 0.00 -0.36 0.09
C 15.999126 -18.836446 -4.912106 0.60 -0.15 0.07 0.02
H 16.825109 -18.176230 -5.168842 -0.09 0.14 0.13 0.08
O 14.691451 -18.707175 -14.714234 -0.30 1.00 -0.46 0.12
H 21.061759 -23.861487 -8.345942 -0.04 0.05 -0.08 0.09
O 15.584636 -12.671397 -12.429245 -0.80 -0.35 0.27 0.17
F 13.133229 -15.033244 -15.238880 0.44 0.01 0.01 0.07
H 17.726983 -23.625103 -10.843138 -0.09 0.38 0.05 0.10
C 20.997072 -22.977915 -7.718434 -0.16 0.07 0.04 -0.02
C 12.551188 -15.370620 -8.523739 -0.56 0.40 0.50 -0.64
H 19.206052 -23.550704 -11.760525 0.51 0.00 0.44 0.09
O 14.848752 -19.077128 -8.685565 -0.70 1.04 0.39 -0.04
H 18.445630 -22.031865 -11.290435 -0.22 -0.09 0.15 0.11
H 15.096774 -15.740251 -7.362908 0.15 0.78 0.67 0.09
O 11.861451 -15.050183 -7.592915 -0.05 0.05 0.19 0.13
O 19.374232 -23.050476 -9.754903 1.21 -0.02 -0.07 0.00
C 15.974739 -19.925077 -5.926230 -0.60 -0.68 -1.29 -0.67
O 14.515353 -13.606606 -14.163314 -0.34 0.01 -0.47 0.14
H 16.196845 -19.250395 -3.922844 -0.14 0.01 0.02 0.09
C 15.389714 -18.053694 -10.809117 1.08 1.05 -0.28 0.03
H 13.623608 -12.669694 -9.851919 0.79 -0.27 -0.03 0.09
C 15.084536 -13.631014 -12.929839 1.77 0.33 -0.54 -0.54
H 17.392560 -12.781350 -10.928026 0.35 -0.09 -0.54 0.08
C 14.362413 -14.923229 -14.650602 -0.71 0.16 0.35 -0.30
H 16.389517 -17.745093 -11.134870 -0.20 0.17 -0.25 0.10
H 16.699943 -19.183551 -16.869627 -0.13 0.59 -0.13 0.14
H 15.041160 -18.324732 -4.926536 0.02 0.03 0.10 0.09
C 17.092534 -14.436096 -8.669023 0.73 0.62 1.64 -0.62
H 15.455598 -17.295981 -15.947074 -0.41 0.13 -0.11 0.15
C 16.142617 -16.020472 -7.214846 -0.77 -0.45 -1.08 0.00
C 18.650834 -23.053555 -10.966850 -1.15 -0.01 -0.66 -0.02
O 13.541202 -21.640529 -8.523818 -1.14 0.06 -0.09 -0.04
H 14.816952 -17.168780 -10.539588 0.00 -0.10 0.29 0.08
O 17.712336 -22.085866 -8.607041 -0.76 0.30 -0.11 0.09
H 15.168820 -19.661400 -17.675143 -0.07 0.53 -0.12 0.14
H 16.694953 -15.590519 -6.387500 -0.41 0.05 0.23 0.11
O 16.822368 -13.527656 -7.911924 -0.40 -0.14 -0.64 0.11
C 15.030725 -20.003056 -14.654262 0.47 -1.57 0.74 -0.57
O 15.499434 -20.432559 -15.833036 -0.05 0.35 -0.34 0.07
C 18.233597 -13.133939 -10.339936 0.09 1.04 1.58 -0.02
O 14.969851 -20.668301 -13.668158 -0.20 0.38 -0.36 0.18
H 21.228006 -23.245399 -6.691676 0.11 0.07 0.00 0.10
O 12.595402 -16.562831 -9.100959 0.18 -0.20 0.00 0.00
H 15.136345 -15.147274 -15.390144 -0.15 0.16 -0.04 0.16
O 14.903695 -20.520815 -6.218115 -1.23 -0.37 0.14 -0.04
O 17.885307 -14.363849 -9.716117 0.24 -0.87 -1.11 0.01
O 15.237133 -14.901755 -12.525742 -0.24 0.25 0.21 0.07
H 12.539021 -12.817120 -8.552676 0.08 -0.23 0.22 0.10
H 12.082617 -23.567157 -9.438972 0.01 -0.17 -0.03 0.09
O 16.473683 -19.906387 -9.681399 1.72 -0.17 -1.33 -0.04
C 12.939313 -23.418904 -10.090580 -0.32 1.04 -0.34 0.02
O 19.664761 -22.450444 -7.656337 -0.05 0.14 0.29 0.03
O 13.391165 -14.584331 -9.168880 1.03 -0.40 -1.24 -0.01
C 13.871698 -22.458964 -9.432862 1.04 0.39 2.25 -0.64
H 21.665199 -22.194838 -8.069336 0.10 -0.08 -0.05 0.10
H 11.538724 -17.432351 -7.468479 -0.14 0.56 -0.13 0.10
C 15.624615 -19.307399 -16.753832 -0.07 -1.80 0.73 -0.01
H 11.037240 -17.917637 -9.130940 -0.16 0.33 0.09 0.10
H 13.458625 -15.771669 -12.864344 -0.18 -0.40 -0.54 0.16
C 13.503838 -13.200146 -8.910914 -1.75 0.74 0.80 -0.03
F 13.660698 -17.967590 -16.596546 0.11 0.01 0.18 0.08
C 15.637462 -18.967291 -9.676729 -1.79 -2.22 1.29 -0.60
C 18.844859 -22.463708 -8.690927 0.07 -0.88 0.18 -0.58
H 14.927079 -16.693869 -13.402132 -0.29 -0.07 -0.27 0.11
O 16.821751 -15.718304 -8.442831 0.02 -0.41 -0.42 0.00
Fe 15.614985 -21.029247 -8.176402 -0.28 1.08 -0.15 1.23
H 18.453765 -12.366810 -9.587930 -0.43 -0.10 0.22 0.09
O 16.940967 -20.240946 -6.669507 1.12 0.47 -0.29 -0.04
H 13.417613 -24.339882 -10.400861 0.13 0.00 0.12 0.09
H 14.895839 -18.536786 -11.651453 0.03 -0.47 0.23 0.09
H 12.525725 -18.489580 -8.424101 0.18 0.21 -0.18 0.08
C 14.423346 -15.733059 -13.376663 0.44 0.01 1.18 -0.03
H 19.214210 -13.250120 -10.791428 -0.41 -0.47 -0.75 0.09
O 15.120721 -22.482547 -9.609268 1.37 -0.71 -0.98 -0.06
C 14.867053 -18.213720 -16.017414 0.67 0.28 -0.19 -0.31
```
Forces are in eV/Å.

Record 2
DFT (ωB97M-V with the def2-TZVPD basis set) results for a molecular structure, C21H33IN6O2PtS2SeSi.

Computed properties:
LUMO (alpha / beta) ... -0.10 / -1.00 eV
2S+1 ... 3

The geometry in XYZ format:
```
68
Properties=species:S:1:pos:R:3:forces:R:3:lowdin_charge:R:1
C -3.716944 1.772421 -1.493968 0.16 0.00 0.02 -0.39
H 1.229318 -3.190306 4.209575 -0.01 0.01 -0.01 0.11
H 0.569215 3.872545 -4.232119 0.01 0.02 -0.02 0.11
H 1.027055 4.878812 -1.993575 0.01 0.02 -0.04 0.09
C -2.440683 1.587839 -1.112174 -0.35 0.19 -0.02 -0.27
H -0.437092 1.717463 6.811552 0.03 0.04 0.04 0.03
N -2.227809 0.517372 -0.274909 0.10 0.05 -0.16 -0.21
H 2.443311 0.760645 3.135153 0.02 -0.06 0.06 0.11
H 2.258682 0.358383 0.987413 -0.05 0.05 -0.01 0.07
H -0.631463 -1.193062 3.975488 0.04 -0.01 -0.01 0.08
H -7.651489 -3.470303 -2.513710 -0.03 0.00 -0.01 0.11
H -2.108391 4.556956 4.180185 0.02 0.04 -0.04 0.03
H 1.715536 2.792227 3.823531 0.05 -0.03 -0.02 -0.02
C -0.500392 1.252587 5.825779 0.06 0.09 -0.04 -0.23
C -5.069723 -2.898230 -0.406045 0.08 -0.01 -0.01 -0.30
Se -1.613172 1.497154 2.645575 -0.13 0.30 -0.05 0.36
C 0.942169 3.421536 4.259268 -0.11 -0.01 -0.01 -0.27
H 0.396837 0.049542 -2.302099 -0.01 0.00 0.01 0.11
H -1.614089 2.224808 -1.380164 -0.05 0.01 0.00 0.08
C 1.694325 -0.011135 2.953548 0.05 0.15 -0.08 -0.28
S -4.676709 -2.035011 1.094201 -0.14 -0.17 0.12 0.55
H -5.215654 -5.254598 -4.484532 -0.02 0.02 -0.01 0.09
I 1.452077 3.730326 0.846785 0.03 0.07 0.19 1.03
H 1.320244 -2.978528 2.493378 -0.02 0.01 -0.02 0.10
S -4.739640 0.587436 -0.759175 -0.14 0.15 -0.10 1.08
H -1.012813 -2.893405 3.784714 0.05 0.03 -0.03 0.12
N -0.853761 -1.791408 1.998329 -0.21 0.28 -0.06 -0.06
C 0.557891 1.121529 -2.294087 0.00 0.02 -0.03 -0.16
H 0.409478 0.664303 5.678849 0.00 -0.01 0.00 0.01
H 2.092789 -1.070892 4.726340 -0.02 -0.02 0.02 0.11
C -4.394031 -4.342552 -2.206715 -0.02 0.01 0.01 -0.03
C -0.413517 -2.075560 3.370013 0.02 -0.04 0.06 -0.24
H 3.068215 -1.620823 3.384530 0.00 -0.01 -0.02 0.11
Pt -0.413474 0.222734 0.696338 0.10 -0.44 0.44 0.82
H 0.824915 4.312742 3.642515 -0.01 0.05 -0.01 -0.03
H -6.799759 -4.696920 -4.405795 0.02 0.00 -0.01 0.09
C -6.650945 -3.522581 -2.103061 0.02 0.00 0.02 -0.03
O -4.296881 -3.013867 2.081463 -0.04 0.04 -0.09 -0.32
C 0.979414 2.965760 -1.016159 -0.04 0.18 -0.40 -0.81
H 0.745607 0.360671 3.336363 0.05 0.01 -0.01 0.00
H -1.849225 -1.554522 1.970479 -0.08 -0.12 0.02 0.01
H -3.630911 -4.935148 -2.697220 0.00 -0.01 -0.01 0.11
C -4.097921 -3.657579 -1.046437 0.07 0.00 0.07 -0.06
C 1.070198 -2.451182 3.422001 0.02 -0.14 0.02 -0.19
Si -0.708131 2.533134 4.457432 0.05 -0.19 0.03 0.10
C -1.972034 3.817667 4.968496 -0.02 -0.13 -0.01 -0.23
H -3.100479 -3.707299 -0.629360 0.02 0.00 0.02 0.11
N -3.344607 -1.216005 0.767495 0.05 -0.08 0.10 -0.16
C 0.492153 1.865139 -3.453574 0.03 0.18 0.12 -0.05
C 0.645797 3.246722 -3.353503 -0.04 -0.16 -0.06 -0.05
H 1.293529 3.750236 5.238637 -0.01 0.00 0.10 0.03
H -1.651055 4.328583 5.877116 0.04 0.05 0.07 0.03
H -0.782370 -2.633495 1.433815 0.03 0.06 -0.04 0.09
H -1.345155 0.564300 5.825533 -0.06 -0.01 0.01 0.02
O -5.804726 -1.172675 1.361399 0.04 -0.04 -0.02 -0.34
H 1.669903 -1.144272 1.235455 0.14 0.04 -0.01 0.07
C 0.895690 3.814443 -2.118480 0.01 -0.08 0.08 -0.13
C -3.361164 -0.133597 0.012510 0.16 -0.13 -0.08 -0.73
C -5.680265 -4.283984 -2.751436 0.02 0.05 0.02 -0.33
H 0.303284 1.376873 -4.397258 -0.01 0.03 -0.06 0.11
N 0.786186 1.665689 -1.092651 0.13 -0.25 -0.04 -0.08
C -6.344868 -2.833498 -0.941619 -0.03 0.04 -0.01 -0.06
H -2.941363 3.358938 5.162336 -0.04 -0.04 0.00 0.03
N 1.545554 -0.166865 1.481288 0.05 -0.12 -0.06 -0.11
C 2.058366 -1.301158 3.658377 -0.02 0.05 0.08 -0.19
H -4.105252 2.554869 -2.119109 -0.05 0.04 -0.05 0.06
N -5.991808 -5.008856 -3.893317 -0.04 -0.07 -0.04 0.09
H -7.093026 -2.232753 -0.445464 -0.03 0.03 0.04 0.11
```
Forces are in eV/Å.

> Which of these has the highest 2S+1?

C21H33F2FeO21

> 2S+1 of number 1 (C21H33F2FeO21)?

6

> Which formula does entry 1 have?

C21H33F2FeO21

> Which of these has the highest 2S+1?

C21H33F2FeO21